Record 1
Density functional theory data (ωB97M-V/def2-TZVPD) for a 7-piece molecular cluster, C44H47BrF6N4OPS overall at a distorted geometry.

Properties
Net charge   +1
Orbital gap   6.56 eV

XYZ file:
```
105
C44H47BrF6N4OPS (ωB97M-V/def2-TZVPD)
C -1.10 -1.99 1.21
C -1.59 -0.43 1.38
C -1.07 0.09 2.85
C -1.21 0.56 0.12
C -0.99 2.15 0.58
C 0.21 0.14 -0.64
O 1.25 0.21 0.40
N 2.41 -0.35 0.00
C 2.80 -1.17 -1.20
N 4.29 -1.48 -0.96
C 4.63 -0.81 0.36
N 5.79 -0.76 1.09
Br 7.31 -1.69 0.50
N 3.44 -0.08 0.93
P 3.23 0.91 2.40
S 3.16 -0.16 4.02
H -1.68 -2.56 0.36
H 0.08 -2.06 1.08
H -1.33 -2.54 2.24
H -2.78 -0.46 1.42
H -1.56 -0.65 3.65
H 0.10 -0.06 2.99
H -1.43 1.16 3.15
H -2.13 0.52 -0.63
H -0.56 2.68 -0.40
H -0.11 2.25 1.38
H -1.98 2.67 0.92
H 0.43 0.97 -1.45
H 0.03 -0.92 -1.10
H 2.10 -1.47 -2.09
H 5.85 -0.24 2.02
H 2.00 1.73 2.38
H 4.31 1.90 2.48
F -2.09 -4.78 0.12
C -1.42 -5.46 -0.82
C -1.43 -6.85 -0.80
C -0.75 -7.56 -1.79
C -0.05 -6.87 -2.78
C -0.04 -5.47 -2.79
C -0.74 -4.76 -1.81
H -1.97 -7.37 -0.01
H -0.76 -8.64 -1.78
H 0.49 -7.42 -3.55
H 0.50 -4.94 -3.57
H -0.75 -3.68 -1.81
F -0.96 -6.28 -5.40
C -2.21 -6.30 -5.89
C -3.28 -6.34 -5.00
C -4.58 -6.35 -5.51
C -4.79 -6.32 -6.89
C -3.71 -6.28 -7.76
C -2.41 -6.26 -7.26
H -3.10 -6.37 -3.94
H -5.43 -6.38 -4.83
H -5.81 -6.33 -7.28
H -3.88 -6.26 -8.84
H -1.55 -6.22 -7.93
F -1.58 3.85 3.14
C -1.80 5.16 2.97
C -2.73 5.81 3.77
C -2.95 7.17 3.60
C -2.25 7.87 2.61
C -1.32 7.21 1.81
C -1.09 5.85 1.99
H -3.27 5.24 4.52
H -3.67 7.69 4.22
H -2.43 8.94 2.47
H -0.78 7.76 1.04
H -0.36 5.32 1.38
F -6.15 5.71 4.93
C -6.52 4.76 4.06
C -6.83 5.11 2.75
C -7.21 4.12 1.85
C -7.29 2.79 2.26
C -6.98 2.44 3.58
C -6.59 3.43 4.48
H -6.78 6.15 2.45
H -7.45 4.38 0.82
H -7.59 2.02 1.56
H -7.05 1.41 3.90
H -6.34 3.18 5.51
F 10.86 -7.91 3.00
C 10.10 -6.83 2.73
C 9.88 -6.47 1.40
C 9.09 -5.36 1.12
C 8.55 -4.61 2.17
C 8.78 -4.98 3.49
C 9.56 -6.10 3.78
H 10.31 -7.06 0.60
H 8.90 -5.07 0.09
H 7.94 -3.73 1.95
H 8.36 -4.39 4.31
H 9.75 -6.40 4.80
F -0.22 8.99 -0.64
C 0.37 8.54 -1.76
C -0.31 8.59 -2.97
C 0.32 8.13 -4.13
C 1.61 7.61 -4.06
C 2.28 7.55 -2.84
C 1.66 8.03 -1.68
H -1.31 8.99 -3.00
H -0.21 8.17 -5.08
H 2.09 7.24 -4.96
H 3.29 7.14 -2.79
H 2.18 8.00 -0.73
```

Record 2
Density functional theory data (ωB97M-V/def2-TZVPD) for a 10-piece molecular cluster, C64H144F12N8P2 overall at a distorted geometry.

Properties
Net charge   +5
Orbital gap (alpha / beta)   2.30 / 10.37 eV
Multiplicity   2

XYZ file:
```
230
C64H144F12N8P2 (ωB97M-V/def2-TZVPD)
C 0.74 2.41 5.82
C 1.12 1.04 5.21
C 2.30 0.36 6.04
N 2.66 -1.01 5.37
C 3.37 -0.70 3.96
C 3.59 -1.81 6.20
C 3.29 -3.26 5.75
C 1.81 -3.36 5.48
C 1.40 -1.83 5.18
H 0.09 2.88 5.08
H 1.56 3.09 6.06
H 0.19 2.30 6.75
H 1.32 1.16 4.15
H 0.23 0.41 5.17
H 2.02 0.13 7.07
H 3.24 0.92 6.08
H 3.61 -1.63 3.43
H 4.26 -0.09 4.04
H 2.55 -0.20 3.43
H 4.62 -1.58 5.92
H 3.40 -1.51 7.23
H 3.87 -3.57 4.88
H 3.65 -3.88 6.57
H 1.67 -3.92 4.56
H 1.28 -3.68 6.37
H 1.14 -1.83 4.12
H 0.59 -1.55 5.85
C 1.34 -1.20 -3.31
C 0.19 -0.30 -3.74
C -0.43 -0.60 -5.17
N -0.50 0.60 -6.12
C 0.89 1.19 -6.67
C -1.34 1.80 -5.56
C -2.03 2.45 -6.77
C -2.00 1.46 -7.90
C -1.33 0.23 -7.40
H 2.05 -1.33 -4.14
H 1.08 -2.24 -3.11
H 2.04 -0.92 -2.53
H 0.39 0.77 -3.67
H -0.52 -0.73 -3.03
H -1.32 -1.23 -5.27
H 0.37 -1.22 -5.57
H 1.44 1.49 -5.78
H 0.66 2.11 -7.20
H 1.45 0.43 -7.19
H -0.65 2.47 -5.05
H -2.03 1.41 -4.80
H -1.50 3.36 -7.01
H -3.03 2.76 -6.47
H -1.47 1.96 -8.71
H -2.97 1.14 -8.28
H -0.70 -0.12 -8.21
H -2.00 -0.55 -7.02
C -4.22 4.02 1.42
C -4.43 2.79 0.57
C -5.17 3.14 -0.82
N -5.43 2.00 -1.69
C -4.10 1.19 -1.82
C -5.89 2.45 -3.12
C -6.67 1.27 -3.56
C -6.99 0.33 -2.41
C -6.66 1.24 -1.29
H -3.78 3.77 2.39
H -5.18 4.39 1.79
H -3.66 4.64 0.72
H -5.07 1.96 0.87
H -3.46 2.35 0.34
H -4.49 3.75 -1.41
H -6.10 3.70 -0.74
H -4.14 0.57 -0.93
H -3.29 1.88 -2.07
H -4.20 0.55 -2.69
H -4.99 2.57 -3.72
H -6.61 3.27 -3.09
H -5.98 0.69 -4.18
H -7.61 1.46 -4.08
H -6.29 -0.50 -2.37
H -8.01 -0.07 -2.33
H -6.36 0.59 -0.47
H -7.50 1.91 -1.12
C -1.37 -2.90 0.46
C -1.73 -4.40 0.31
C -2.13 -4.75 -1.20
N -2.32 -6.24 -1.56
C -3.47 -6.70 -0.67
C -2.59 -6.45 -3.11
C -1.94 -7.77 -3.40
C -1.07 -8.17 -2.19
C -0.99 -6.89 -1.28
H -0.58 -2.58 -0.21
H -1.12 -2.68 1.50
H -2.20 -2.28 0.13
H -2.59 -4.52 0.97
H -0.96 -5.05 0.74
H -1.35 -4.40 -1.88
H -3.07 -4.25 -1.44
H -3.29 -6.80 0.40
H -3.53 -7.72 -1.06
H -4.31 -6.14 -1.06
H -3.65 -6.27 -3.29
H -2.02 -5.69 -3.65
H -2.73 -8.47 -3.66
H -1.39 -7.67 -4.33
H -1.46 -9.03 -1.65
H -0.07 -8.40 -2.57
H -0.91 -7.02 -0.20
H -0.14 -6.30 -1.63
C 2.51 -3.02 0.09
C 2.93 -4.23 -0.67
C 4.39 -4.63 -0.27
N 5.02 -5.45 -1.40
C 5.19 -4.57 -2.72
C 4.43 -6.84 -1.81
C 5.34 -8.03 -1.40
C 6.31 -7.42 -0.38
C 6.44 -5.99 -0.79
H 2.98 -2.10 -0.26
H 2.60 -3.17 1.16
H 1.43 -2.86 0.16
H 2.77 -4.34 -1.74
H 2.30 -5.02 -0.24
H 4.38 -5.14 0.70
H 5.04 -3.77 -0.20
H 4.27 -4.04 -2.97
H 5.55 -5.22 -3.52
H 6.01 -3.86 -2.59
H 4.25 -6.87 -2.88
H 3.43 -6.95 -1.38
H 5.99 -8.21 -2.26
H 4.88 -8.99 -1.15
H 7.19 -8.07 -0.34
H 5.88 -7.45 0.62
H 7.12 -5.91 -1.64
H 6.90 -5.50 0.06
C 2.37 3.20 -3.04
C 3.08 2.21 -2.15
C 3.88 2.79 -0.95
N 5.03 1.82 -0.47
C 4.40 0.54 0.10
C 6.03 1.60 -1.60
C 7.48 1.39 -0.90
C 7.34 2.04 0.47
C 5.89 2.58 0.53
H 1.78 3.82 -2.36
H 1.54 2.81 -3.63
H 3.11 3.77 -3.60
H 3.90 1.71 -2.66
H 2.43 1.48 -1.67
H 3.22 3.05 -0.13
H 4.24 3.74 -1.34
H 4.30 -0.13 -0.75
H 3.50 0.92 0.58
H 5.14 0.21 0.83
H 5.74 0.67 -2.08
H 5.94 2.43 -2.30
H 7.60 0.32 -0.72
H 8.27 1.85 -1.49
H 7.54 1.28 1.23
H 8.06 2.84 0.66
H 5.49 2.63 1.54
H 5.91 3.60 0.16
C -2.39 -3.93 4.82
C -2.26 -2.43 5.04
C -3.53 -1.81 4.38
N -3.57 -0.25 4.62
C -2.66 0.43 3.57
C -3.10 0.31 6.02
C -3.86 1.62 6.27
C -5.21 1.45 5.53
C -5.04 0.30 4.52
H -1.57 -4.26 5.46
H -2.19 -4.28 3.81
H -3.31 -4.41 5.14
H -1.40 -1.94 4.57
H -2.27 -2.25 6.11
H -4.39 -2.10 4.98
H -3.79 -1.85 3.32
H -2.77 -0.11 2.62
H -1.57 0.41 3.60
H -2.94 1.45 3.34
H -2.01 0.33 6.10
H -3.35 -0.43 6.78
H -3.30 2.47 5.90
H -3.98 1.94 7.30
H -5.47 2.36 4.99
H -6.01 1.25 6.24
H -5.31 0.53 3.49
H -5.76 -0.43 4.90
C -2.17 8.97 -0.82
C -1.62 7.91 0.15
C -0.17 7.32 -0.12
N 0.36 6.18 0.69
C -0.25 4.85 0.22
C 0.15 6.43 2.18
C 1.13 5.50 2.93
C 2.26 5.21 1.94
C 1.86 6.01 0.66
H -3.19 8.78 -1.15
H -1.48 9.00 -1.67
H -2.13 9.95 -0.34
H -2.29 7.05 0.13
H -1.62 8.42 1.11
H 0.54 8.12 0.10
H -0.01 6.92 -1.12
H -1.34 4.80 0.31
H 0.07 4.02 0.85
H -0.02 4.67 -0.83
H -0.92 6.33 2.36
H 0.47 7.43 2.47
H 0.67 4.57 3.26
H 1.49 6.09 3.77
H 2.35 4.14 1.76
H 3.23 5.61 2.26
H 2.08 5.44 -0.24
H 2.35 6.98 0.61
P -0.25 0.87 0.51
F -0.97 1.92 1.56
F -1.69 0.06 0.24
F -0.65 1.79 -0.75
F 0.46 -0.12 -0.54
F 1.14 1.69 0.80
F 0.10 -0.13 1.74
P -2.02 4.91 -3.39
F -0.56 5.63 -3.02
F -2.66 6.39 -3.62
F -1.48 4.91 -4.88
F -3.45 4.22 -3.85
F -1.32 3.44 -3.13
F -2.55 4.93 -1.77
```

Record 3
Density functional theory data (ωB97M-V/def2-TZVPD) for C34H50P2Ru as an isolated structure at a distorted geometry.

Properties
Net charge   +1
Orbital gap (alpha / beta)   6.28 / 5.23 eV
Multiplicity   6

XYZ file:
```
87
C34H50P2Ru (ωB97M-V/def2-TZVPD)
Ru -1.75 2.35 -2.32
C 1.22 1.75 -0.92
C -0.12 2.48 -0.60
C 0.22 0.58 0.82
C 1.30 0.58 -0.17
C -0.67 1.64 0.49
C 2.42 2.46 -1.42
H 2.18 3.47 -1.76
H 2.89 1.89 -2.24
H 3.20 2.54 -0.64
C 2.45 -0.35 -0.04
H 3.23 -0.16 -0.78
H 2.12 -1.38 -0.13
H 2.88 -0.26 0.97
C 0.27 -0.24 1.97
H 1.10 -0.87 2.15
H 0.55 -2.71 0.68
H -0.52 -0.04 2.75
C -1.52 2.11 1.60
H -0.89 2.56 2.36
H -2.03 1.28 2.07
H -2.27 2.83 1.30
C 0.12 3.92 -0.16
H 0.65 3.96 0.82
H -0.79 4.52 -0.05
H 0.78 4.50 -0.82
C -2.49 1.93 -4.77
C -1.59 3.07 -4.62
C -2.06 4.46 -4.61
C -3.09 4.74 -3.49
C -2.96 3.87 -2.28
C -3.72 2.54 -2.25
C -4.54 1.95 -3.36
C -3.93 2.09 -4.80
H -2.45 4.75 -5.62
H -4.11 4.78 -3.96
H -1.17 5.10 -4.45
H -4.28 3.04 -5.25
H -2.04 1.10 -5.30
H -0.63 3.01 -5.06
H -4.39 1.30 -5.43
H -4.74 0.87 -3.14
H -4.38 2.59 -1.35
H -5.54 2.43 -3.39
H -2.90 5.78 -3.16
H -3.25 4.48 -1.37
P -0.53 0.11 -2.80
P -2.84 -0.13 -0.58
C -2.17 -0.71 -3.30
C -3.14 -1.08 -2.17
H -1.90 -1.56 -3.94
H -2.71 -0.06 -4.00
H -4.16 -0.78 -2.47
H -3.13 -2.16 -1.99
C -2.48 -1.48 0.64
H -2.57 -1.08 1.67
H -1.43 -1.84 0.57
H -3.13 -2.37 0.54
C -4.54 0.26 -0.01
H -5.30 -0.29 -0.61
H -4.75 1.32 -0.10
H -4.68 0.04 1.07
C 0.79 -1.19 -3.20
H 1.77 -0.74 -2.97
H 0.73 -1.39 -4.29
H 0.64 -2.09 -2.64
C 0.47 1.14 -4.09
H 0.02 2.13 -3.89
H 0.30 0.68 -5.09
H 1.55 1.30 -3.91
C 1.51 -7.54 0.78
C 1.86 -6.51 1.67
C 1.52 -5.18 1.43
C 0.77 -4.84 0.27
C 0.32 -3.53 -0.03
C -0.49 -3.29 -1.15
C -0.84 -4.34 -2.02
C -0.39 -5.63 -1.78
C 0.41 -5.89 -0.64
C 0.79 -7.22 -0.36
H 1.83 -8.57 0.96
H 2.40 -6.75 2.58
H 1.76 -4.38 2.12
H -0.88 -2.29 -1.36
H -1.46 -4.14 -2.91
H -0.67 -6.47 -2.42
H 0.47 -8.00 -1.06
```

no.,calculated total energy (eV)
1,-160853.2242
2,-131771.1425
3,-57213.3973